Molecular formula: C3HNO3S
Method: DFT, ωB97M-V/def2-TZVPD

Geometry (Å):
S  2.10939  -0.13002  -0.77756
O  1.58426  0.51430  1.76746
O  -0.55648  2.18955  -0.98704
O  -0.70348  -2.81375  -1.46159
N  -1.39002  0.80384  0.61683
C  1.68903  0.18555  0.65098
C  -0.93195  1.52961  -0.17227
C  0.28551  -2.84479  -0.93109
H  -2.08626  0.56572  1.29427

Summary:
LUMO energy (eV): 0.5
Energy above the lowest of the compared OMol25 structures with the same formula, charge and spin (eV): 0.392